Entry 1:
Molecular formula: C4H6N2O2
Method: DFT, ωB97M-V/def2-TZVPD

The geometry in XYZ format:
```
14
Properties=species:S:1:pos:R:3:mulliken_charge:R:1
C 0.31545 0.83442 0.62925 0.882
C -0.96115 1.14601 0.70176 -1.047
C -0.57197 -0.58799 -0.64122 0.379
C 0.58108 -0.26037 -0.20292 0.116
H 1.15724 1.88763 2.17011 0.278
H 2.21414 0.91334 1.36926 0.324
H -1.46685 1.95485 1.06632 0.446
H -2.16101 -1.25881 -1.81541 0.427
H 1.90436 -1.28679 -1.10111 0.345
H 1.63741 -1.85230 0.28018 0.254
N 1.42127 1.56731 1.15828 -0.655
N 1.75040 -0.93935 -0.00699 -0.735
O -1.52729 0.38740 -0.49936 -0.395
O -1.18114 -1.83064 -1.11934 -0.621
```

**Energy above the lowest of the compared OMol25 structures with the same formula, charge and spin**: 545.34 kJ/mol
**Strongest force on any atom**: 8.3 eV Å⁻¹
**Gap between HOMO and LUMO**: 8.35 eV
**Multiplicity**: 1
**Net charge**: 0

=====

Entry 2:
Molecular formula: C4H6N2O2
Method: DFT, ωB97M-V/def2-TZVPD

The geometry in XYZ format:
```
14
Properties=species:S:1:pos:R:3:mulliken_charge:R:1
O 1.86174 0.85515 -1.73118 -0.522
C 0.67777 0.77501 -1.84400 -0.052
C -0.16395 0.35116 -0.74870 0.397
N -1.46347 0.15386 -0.81190 -0.597
N -1.87274 -0.16068 0.46004 -0.151
C -0.73242 -0.58268 1.26304 -0.669
C 0.45176 0.23932 0.66068 0.026
O 1.60893 -0.57803 0.64004 -0.579
H 0.22911 0.69194 -2.77188 0.464
H -2.54165 -0.85978 0.47342 0.248
H -0.30418 -1.50869 0.90673 0.361
H -0.84581 -0.61034 2.39219 0.319
H 0.82846 1.17722 0.93782 0.400
H 2.26645 0.05652 0.17371 0.356
```

**Energy above the lowest of the compared OMol25 structures with the same formula, charge and spin**: 300.72 kJ/mol
**Strongest force on any atom**: 2.9 eV Å⁻¹
**Gap between HOMO and LUMO**: 9.25 eV
**Multiplicity**: 1
**Net charge**: 0
**SMILES**: O=CC1=NNC[C@H]1O

=====

Entry 3:
Molecular formula: C4H6N2O2
Method: DFT, ωB97M-V/def2-TZVPD

The geometry in XYZ format:
```
14
Properties=species:S:1:pos:R:3:mulliken_charge:R:1
C -1.46626 1.17323 -1.16081 -0.667
C -1.13663 1.50440 0.08118 -0.281
C -0.37163 0.67967 1.01972 0.952
O -0.37925 0.90483 2.22755 -0.673
C 0.45827 -0.45514 0.56884 0.289
O 1.04271 -1.14398 1.58965 -0.593
N 0.65592 -0.72990 -0.66219 -0.179
N 1.38625 -1.79984 -1.00171 -0.616
H -2.06090 1.83295 -1.77139 0.268
H -1.14743 0.24317 -1.59592 0.311
H -1.48651 2.42942 0.52327 0.331
H 0.76363 -0.68062 2.40413 0.385
H 1.76670 -1.73900 -1.93313 0.232
H 1.97514 -2.21918 -0.28920 0.242
```

**Energy above the lowest of the compared OMol25 structures with the same formula, charge and spin**: 205.83 kJ/mol
**Strongest force on any atom**: 0.8 eV Å⁻¹
**Gap between HOMO and LUMO**: 8.65 eV
**Multiplicity**: 1
**Net charge**: 0
**SMILES**: C=CC(=O)/C(O)=N/N

=====

Entry 4:
Molecular formula: C4H6N2O2
Method: DFT, ωB97M-V/def2-TZVPD

The geometry in XYZ format:
```
14
Properties=species:S:1:pos:R:3:mulliken_charge:R:1
C 0.62091 -0.76886 1.74777 -0.652
C 0.09330 -0.47188 0.52641 0.766
N 0.65525 0.28891 -0.44854 -0.581
C 1.36660 1.36632 -0.39521 -0.006
N 2.10874 1.86048 -1.46075 -0.446
C -1.29822 -0.89893 0.23025 0.250
O -1.90860 -1.34557 1.11454 -0.468
O -1.90692 -0.50206 -0.96807 -0.510
H 0.09098 -1.23717 2.62680 0.335
H 1.71719 -0.19412 1.72724 0.183
H 1.57156 1.87157 0.69862 0.224
H 2.23281 1.35848 -2.34136 0.242
H 2.03406 3.04307 -1.56574 0.299
H -1.16591 -0.46641 -1.60759 0.364
```

**Energy above the lowest of the compared OMol25 structures with the same formula, charge and spin**: 275.45 kJ/mol
**Strongest force on any atom**: 4.8 eV Å⁻¹
**Gap between HOMO and LUMO**: 9.17 eV
**Multiplicity**: 1
**Net charge**: 0
**SMILES**: C=C(/N=C/N)C(=O)O

=====

Entry 5:
Molecular formula: C4H6N2O2
Method: DFT, ωB97M-V/def2-TZVPD

The geometry in XYZ format:
```
14
Properties=species:S:1:pos:R:3:mulliken_charge:R:1
N 0.42373 -2.10140 1.50825 -0.490
C 0.11739 -1.09082 0.59374 -0.437
C -0.81928 -1.04972 -0.36677 -0.205
N -0.78231 0.12785 -0.98957 -0.536
C -0.30495 0.99278 -0.18391 -0.052
C 0.23005 2.20990 -0.65669 0.338
O 0.84027 3.00949 0.04937 -0.544
O 0.09482 2.40624 -1.99217 -0.496
H -0.27295 -2.87193 1.74035 0.228
H 0.99352 -1.85551 2.29543 0.227
H 0.90631 -0.47567 0.41461 0.628
H -1.43825 -1.90954 -0.72521 0.382
H -0.42434 0.90084 0.89643 0.599
H 0.43597 1.70752 -2.58385 0.357
```

**Energy above the lowest of the compared OMol25 structures with the same formula, charge and spin**: 308.36 kJ/mol
**Strongest force on any atom**: 5.2 eV Å⁻¹
**Gap between HOMO and LUMO**: 8.21 eV
**Multiplicity**: 1
**Net charge**: 0
**SMILES**: N/C=C/N=C/C(=O)O

=====

Entry 6:
Molecular formula: C4H6N2O2
Method: DFT, ωB97M-V/def2-TZVPD

The geometry in XYZ format:
```
14
Properties=species:S:1:pos:R:3:mulliken_charge:R:1
C 2.09102 0.44064 0.45778 -0.917
N 1.77649 -0.35774 -0.75029 -0.302
N 0.68784 -1.18271 -0.43248 -0.448
C -0.42101 -0.57822 -0.54733 0.679
O -1.46921 -1.26378 -0.07230 -0.314
C -2.54827 -0.45031 0.14955 -0.032
C -2.20893 0.84341 -0.33234 -0.293
O -0.81195 0.72133 -0.79420 -0.340
H 2.04499 -0.09745 1.44961 0.319
H 2.91437 1.13554 0.34315 0.379
H 1.43324 1.21566 0.56796 0.319
H 2.52668 -1.14449 -0.79006 0.302
H -3.26498 -1.07066 1.03855 0.279
H -2.75030 1.78881 -0.28760 0.368
```

**Energy above the lowest of the compared OMol25 structures with the same formula, charge and spin**: 503.33 kJ/mol
**Strongest force on any atom**: 4.7 eV Å⁻¹
**Gap between HOMO and LUMO**: 8.97 eV
**Multiplicity**: 1
**Net charge**: 0
**SMILES**: CNN=c1occo1

=====

Entry 7:
Molecular formula: C4H6N2O2S2
Method: DFT, ωB97M-V/def2-TZVPD

The geometry in XYZ format:
```
16
Properties=species:S:1:pos:R:3:mulliken_charge:R:1
C -0.14730 -0.51382 -0.92658 -0.247
C 2.57242 0.16841 0.06539 -0.344
C -0.46226 -0.50686 0.41284 -0.511
C 1.85688 0.71165 -1.03028 0.061
N 0.74161 0.28632 -1.52426 -0.450
N -1.36985 -1.32505 0.99839 -0.401
O -2.22244 1.44734 1.43403 -0.463
O -3.03437 0.61343 -0.69682 -0.439
S 3.96726 0.82098 0.63312 -0.205
S -2.02102 1.36450 0.00416 0.790
H -0.76879 -1.07581 -1.61373 0.375
H 2.21422 -0.75939 0.50075 0.382
H 0.11108 0.11197 1.09329 0.515
H 2.34024 1.50662 -1.58646 0.410
H -1.80625 -0.98916 1.84505 0.296
H -1.97145 -1.86111 0.39110 0.233
```

**Energy above the lowest of the compared OMol25 structures with the same formula, charge and spin**: 217.66 kJ/mol
**Strongest force on any atom**: 2.1 eV Å⁻¹
**Gap between HOMO and LUMO (alpha / beta)**: 6.48 / 6.48 eV
**Multiplicity**: 1
**Net charge**: 0

=====

Entry 8:
Molecular formula: C4H6N2O2S2
Method: DFT, ωB97M-V/def2-TZVPD

The geometry in XYZ format:
```
16
Properties=species:S:1:pos:R:3:mulliken_charge:R:1
C 0.06836 1.05119 -1.98317 -0.443
N -0.14076 1.78155 -0.99973 -0.364
C -1.34866 1.29432 0.04971 -0.478
S -1.63057 -0.46172 0.06902 -0.150
C -0.54945 -0.96941 1.38355 0.597
N -0.54269 -2.29595 1.55825 -0.453
S 0.32037 0.04410 2.32502 -0.419
H -0.43942 0.10792 -2.20394 0.286
H 0.82802 1.36740 -2.68758 0.382
H -0.99157 1.62415 1.02166 0.258
H -2.23175 1.81782 -0.28872 0.371
H 0.04663 -2.67963 2.27678 0.213
H -1.04573 -2.91007 0.94009 0.187
O 3.14196 1.05512 -0.49315 -0.366
C 2.54574 0.08191 -0.47749 0.754
O 1.96952 -0.90871 -0.49030 -0.375
```

**Energy above the lowest of the compared OMol25 structures with the same formula, charge and spin**: 0.00 kJ/mol
**Strongest force on any atom**: 3.6 eV Å⁻¹
**Gap between HOMO and LUMO**: 9.18 eV
**Multiplicity**: 1
**Net charge**: 0
**SMILES**: C=NCSC(N)=S.O=C=O

=====

Entry 9:
Molecular formula: C4H6N2O3
Method: DFT, ωB97M-V/def2-TZVPD

The geometry in XYZ format:
```
15
Properties=species:S:1:pos:R:3:mulliken_charge:R:1
N -1.26404 -1.77329 0.84181 -0.400
C -1.20305 -0.92118 -0.21253 0.910
O -1.88884 -0.93009 -1.21404 -0.668
C -0.92145 0.69372 0.37115 0.198
O -0.50148 0.98350 1.46011 -0.547
O -1.37307 1.57069 -0.52525 -0.502
H -0.63129 -1.58498 1.60488 0.235
H -2.08836 -2.35249 0.91125 0.241
H -1.75592 1.04498 -1.26216 0.402
C 2.18116 0.96489 -0.25194 -0.968
C 1.37572 -0.21440 -0.45251 0.643
N 0.92550 -1.26148 -0.68681 -0.481
H 1.90501 1.42864 0.69491 0.315
H 2.00696 1.67560 -1.05931 0.279
H 3.23314 0.67590 -0.21957 0.343
```

**Energy above the lowest of the compared OMol25 structures with the same formula, charge and spin**: 177.50 kJ/mol
**Strongest force on any atom**: 4.8 eV Å⁻¹
**Gap between HOMO and LUMO**: 10.10 eV
**Multiplicity**: 1
**Net charge**: 0
**SMILES**: NC(=O)C(=O)O.CC#N

=====

Entry 10:
Molecular formula: C4H6N2O3S
Method: DFT, ωB97M-V/def2-TZVPD

The geometry in XYZ format:
```
16
Properties=species:S:1:pos:R:3:mulliken_charge:R:1
C 1.71638 -1.60706 0.03829 -0.395
C 0.63579 -2.34667 -0.04175 -0.217
C 0.38681 0.42777 -0.09548 0.925
C 0.37305 1.90992 -0.01621 -1.260
N 1.65009 -0.18018 -0.00525 -0.110
N -0.57003 -0.40874 -0.15315 -0.505
O -2.95226 -1.24088 -0.04710 -0.603
O -2.42208 0.85324 1.11694 -0.630
O -2.36916 0.84130 -1.25044 -0.616
S -2.31162 0.04305 -0.08795 1.159
H 2.65596 -1.93829 0.10612 0.455
H -0.01063 -3.16668 0.06902 0.453
H -0.47230 2.12765 -0.75799 0.351
H -0.11357 2.11160 0.91863 0.347
H 1.33839 2.27337 -0.09360 0.396
H 2.46516 0.30060 0.29991 0.248
```

**Energy above the lowest of the compared OMol25 structures with the same formula, charge and spin**: 297.04 kJ/mol
**Strongest force on any atom**: 4.8 eV Å⁻¹
**Gap between HOMO and LUMO (alpha / beta)**: 7.47 / 7.47 eV
**Multiplicity**: 1
**Net charge**: 0

=====

Entry 11:
Molecular formula: C4H6N2O5S
Method: DFT, ωB97M-V/def2-TZVPD

The geometry in XYZ format:
```
18
Properties=species:S:1:pos:R:3:mulliken_charge:R:1
N 0.32334 1.65820 1.58216 -0.435
S -0.08096 1.65914 0.03488 1.086
O 1.19971 1.52367 -0.68901 -0.711
O -0.76437 2.89646 -0.17957 -0.609
C -0.96747 0.15347 -0.06442 0.400
C -0.78840 -1.19975 0.03898 -0.272
C -2.02369 -1.77996 -0.29260 -0.408
C -2.86120 -0.79384 -0.67195 -0.506
O -2.22116 0.43634 -0.51162 -0.290
H 0.97931 0.90200 1.72791 0.229
H 0.36042 2.44665 2.20419 0.232
H 0.02164 -1.61578 0.68837 0.295
H -2.27595 -2.77350 -0.12655 0.443
H -3.88051 -0.83327 -0.99768 0.445
O 3.57309 -2.12061 -0.35769 -0.404
N 2.99920 -1.08382 -0.26288 0.346
O 3.53357 -0.10849 -1.10083 -0.377
H 2.87343 0.63308 -1.02168 0.536
```

**Energy above the lowest of the compared OMol25 structures with the same formula, charge and spin**: 151.69 kJ/mol
**Strongest force on any atom**: 4.6 eV Å⁻¹
**Gap between HOMO and LUMO**: 10.18 eV
**Multiplicity**: 1
**Net charge**: 0
**SMILES**: NS(=O)(=O)c1ccco1.O=NO

=====

Entry 12:
Molecular formula: C4H6N2O6
Method: DFT, ωB97M-V/def2-TZVPD

The geometry in XYZ format:
```
18
Properties=species:S:1:pos:R:3:mulliken_charge:R:1
C 1.07796 1.75294 -1.35606 0.433
C -1.71958 -2.20636 1.30557 0.432
C -0.12741 1.12457 -1.06972 -0.461
C -0.58809 -1.03375 1.16386 0.526
N 1.60913 -0.88378 0.26094 -0.950
N 0.40788 -1.62308 0.43046 0.074
O 1.29595 3.06579 -0.76234 -0.556
O -1.72603 -2.91565 0.26537 -0.757
O 2.01290 1.40266 -2.09791 -0.794
O -2.24713 -2.28622 2.40089 -0.659
O -1.24973 1.64970 -0.42072 -0.643
O -0.46276 0.04244 1.75252 -0.807
H -0.35928 0.24063 -1.67858 0.457
H 1.51928 -0.04975 0.86779 0.418
H 1.50828 -0.44485 -0.65878 0.376
H -0.02733 -2.44148 -0.08034 0.328
H -1.28612 1.09213 0.47178 0.291
H 0.36208 3.51407 -0.79473 0.292
```

**Energy above the lowest of the compared OMol25 structures with the same formula, charge and spin**: 49.95 kJ/mol
**Strongest force on any atom**: 3.1 eV Å⁻¹
**Gap between HOMO and LUMO**: 5.79 eV
**Multiplicity**: 1
**Net charge**: -2